i:
A 2-piece molecular cluster, C4H12 overall. Source: the OMol25 dataset; level of theory: ωB97M-V with the def2-TZVPD basis set.

```
! wB97M-V def2-TZVPD RIJCOSX def2/J DEFGRID3
* xyz 0 1
C 1.92 0.95 -1.30
C 0.73 1.92 -1.47
H 1.66 0.03 -0.78
H 2.27 0.58 -2.27
H 2.75 1.49 -0.88
H 0.67 2.21 -2.51
H -0.24 1.43 -1.33
H 0.80 2.78 -0.80
C -1.05 -0.73 1.25
C -1.58 -2.14 1.50
H -1.90 -0.05 1.28
H -0.38 -0.45 2.06
H -0.51 -0.62 0.31
H -0.82 -2.79 1.93
H -1.89 -2.59 0.56
H -2.48 -2.08 2.13
*
```

## Properties
* highest occupied orbital energy: -11.677 eV
* gap between HOMO and LUMO: 12.85 eV
* SMILES: CC.CC

ii:
A 2-piece molecular cluster, C4H12 overall. Source: the OMol25 dataset; level of theory: ωB97M-V with the def2-TZVPD basis set.

```
! wB97M-V def2-TZVPD RIJCOSX def2/J DEFGRID3
* xyz 0 1
C 2.20 -0.59 1.21
C 2.38 -0.82 -0.27
H 2.42 0.41 1.61
H 1.23 -0.88 1.60
H 2.96 -1.12 1.79
H 2.99 -1.70 -0.50
H 1.41 -1.03 -0.72
H 2.82 -0.09 -0.95
C -1.84 1.14 -0.92
C -2.76 0.28 -0.04
H -1.65 2.10 -0.42
H -0.85 0.68 -0.98
H -2.31 1.48 -1.84
H -3.00 -0.62 -0.59
H -3.69 0.80 0.12
H -2.32 -0.01 0.91
*
```

## Properties
* highest occupied orbital energy: -11.504 eV
* gap between HOMO and LUMO: 12.60 eV
* SMILES: CC.CC

iii:
A 2-piece molecular cluster, C4H12 overall. Source: the OMol25 dataset; level of theory: ωB97M-V with the def2-TZVPD basis set.

```
! wB97M-V def2-TZVPD RIJCOSX def2/J DEFGRID3
* xyz 0 1
C 0.37 -1.48 -0.31
C 0.52 -2.48 0.86
H 0.95 -1.68 -1.23
H -0.67 -1.33 -0.66
H 0.71 -0.54 0.04
H 1.21 -2.18 1.66
H -0.41 -2.49 1.39
H 0.68 -3.49 0.46
C -1.06 1.64 0.01
C 0.19 2.30 -0.55
H -0.83 0.53 0.09
H -1.35 2.08 0.89
H -1.89 1.60 -0.68
H 0.84 2.49 0.31
H -0.03 3.33 -0.90
H 0.68 1.79 -1.44
*
```

## Properties
* highest occupied orbital energy: -11.120 eV
* gap between HOMO and LUMO: 12.28 eV
* SMILES: CC.CC

iv:
A 2-piece molecular cluster, C4H12 overall. Source: the OMol25 dataset; level of theory: ωB97M-V with the def2-TZVPD basis set.

```
! wB97M-V def2-TZVPD RIJCOSX def2/J DEFGRID3
* xyz 0 1
C 1.23 -1.13 1.27
C 0.03 -0.89 2.19
H 1.02 -1.74 0.40
H 1.65 -0.20 0.87
H 2.10 -1.60 1.73
H 0.30 -0.64 3.21
H -0.49 -1.85 2.17
H -0.66 -0.21 1.71
C -0.84 0.67 -1.03
C -0.39 1.40 -2.31
H -1.93 0.76 -0.95
H -0.71 -0.40 -1.18
H -0.44 1.10 -0.13
H 0.25 0.80 -2.95
H -1.23 1.60 -2.96
H 0.11 2.32 -2.04
*
```

## Properties
* highest occupied orbital energy: -11.529 eV
* gap between HOMO and LUMO: 12.71 eV
* SMILES: CC.CC

Which one sits at the top of the stability order? i does.

i:
A 2-piece molecular cluster, C6H11N4 overall. Source: the OMol25 dataset; level of theory: ωB97M-V with the def2-TZVPD basis set.

```
! wB97M-V def2-TZVPD RIJCOSX def2/J DEFGRID3
* xyz 1 1
C 2.50 -0.50 -0.90
C 1.26 -0.19 -1.38
C 1.65 1.06 0.43
C -1.51 -1.43 0.25
C 1.32 2.05 1.42
C -3.86 -0.68 -0.57
N 2.71 0.29 0.15
N 0.77 0.85 -0.61
N -2.59 -1.09 -0.14
N -0.43 -1.67 0.69
H 3.10 -1.34 -1.18
H 0.75 -0.57 -2.23
H 1.57 1.64 2.37
H 1.92 2.97 1.41
H 0.16 2.20 1.38
H -3.95 -1.16 -1.62
H -4.69 -1.19 0.04
H -4.03 0.44 -0.49
H -0.17 0.79 -0.29
H -0.05 -2.61 0.55
H 3.56 0.14 0.72
*
```

## Properties
* highest occupied orbital energy: -12.267 eV
* gap between HOMO and LUMO: 9.07 eV

ii:
An isolated ion of composition C6H11N4 and charge +1. Source: the OMol25 dataset; level of theory: ωB97M-V with the def2-TZVPD basis set.

```
! wB97M-V def2-TZVPD RIJCOSX def2/J DEFGRID3
* xyz 1 1
C 0.24 -2.49 0.75
C 1.04 -1.39 0.16
N 1.27 -0.38 0.88
C 1.06 0.64 1.55
N 0.20 1.62 1.21
C -0.55 1.72 -0.08
N -1.56 0.66 -0.15
C -1.17 -0.13 -1.31
C -0.04 0.36 -1.89
N 0.32 1.50 -1.23
H 0.82 -3.42 1.01
H -0.37 -3.02 0.11
H -0.35 -2.33 1.64
H 1.60 -1.43 -0.80
H 1.56 1.02 2.46
H -0.08 2.36 1.90
H -1.01 2.70 0.04
H -2.52 0.81 -0.11
H -1.84 -0.93 -1.67
H 0.35 0.03 -2.79
H 1.02 2.09 -1.67
*
```

## Properties
* highest occupied orbital energy: -11.320 eV
* gap between HOMO and LUMO: 7.77 eV
* SMILES: C/C=N\C=[NH+]/C1NC=CN1

iii:
An isolated ion of composition C6H11N4 and charge +1. Source: the OMol25 dataset; level of theory: ωB97M-V with the def2-TZVPD basis set.

```
! wB97M-V def2-TZVPD RIJCOSX def2/J DEFGRID3
* xyz 1 1
C 0.31 1.76 -0.14
C -1.52 -0.44 -1.11
C -1.88 -0.53 1.31
C 0.44 -0.69 0.28
C -2.86 0.31 -0.73
C 2.50 0.65 0.03
N -2.72 1.45 0.06
N -0.97 -0.82 0.18
N -2.89 0.23 0.70
N 1.07 0.74 0.08
H 0.51 2.72 -0.62
H -1.65 -1.15 -1.85
H -0.84 0.42 -1.46
H -2.25 -1.54 1.72
H -1.40 -0.02 2.21
H 0.93 -0.94 1.25
H 0.94 -1.37 -0.44
H -3.74 0.20 -1.41
H 2.93 1.01 1.00
H 3.02 1.42 -0.70
H 2.83 -0.34 -0.24
*
```

## Properties
* highest occupied orbital energy (spin up / spin down): -12.569 / -13.305 eV
* gap between HOMO and LUMO (spin up / spin down): 6.48 / 8.50 eV

Which one sits at the top of the stability order? i does.

i:
The molecule C3H8O. Source: the OMol25 dataset; level of theory: ωB97M-V with the def2-TZVPD basis set.

```
! wB97M-V def2-TZVPD RIJCOSX def2/J DEFGRID3
* xyz 0 1
C 1.18 -0.74 -0.98
C 0.34 0.46 -0.59
O 0.45 0.71 0.80
C -0.78 0.80 1.46
H 0.79 -1.65 -0.51
H 1.18 -0.87 -2.07
H 2.21 -0.60 -0.65
H -0.71 0.29 -0.87
H 0.67 1.36 -1.14
H -1.42 1.59 1.05
H -1.34 -0.15 1.41
H -0.57 1.02 2.51
*
```

## Properties
* highest occupied orbital energy: -9.686 eV
* gap between HOMO and LUMO: 10.85 eV
* SMILES: CCOC

ii:
C3H8O as an isolated structure. Source: the OMol25 dataset; level of theory: ωB97M-V with the def2-TZVPD basis set.

```
! wB97M-V def2-TZVPD RIJCOSX def2/J DEFGRID3
* xyz 0 1
C 0.71 -1.23 -0.46
C 0.04 0.11 -0.63
C -0.79 0.58 0.48
H 0.08 -2.05 0.03
H 1.36 -1.45 -1.42
H 1.68 -1.25 0.68
H 0.85 0.77 -0.76
H -0.53 0.02 -1.40
H -2.16 0.85 0.34
H -0.88 -0.29 1.27
H -0.29 2.35 0.62
O -0.06 1.58 1.26
*
```

## Properties
* highest occupied orbital energy: -10.414 eV
* gap between HOMO and LUMO: 11.40 eV

Which one sits at the top of the stability order? i does.